{
  "formula": "C28H35IrN3O",
  "method": "ωB97M-V/def2-TZVPD",
  "species": ["Ir", "N", "N", "C", "C", "C", "C", "H", "H", "H", "C", "C", "H", "H", "H", "C", "C", "H", "H", "H", "C", "H", "H", "H", "C", "H", "H", "H", "C", "H", "C", "H", "C", "H", "C", "H", "C", "C", "H", "C", "C", "H", "C", "H", "N", "C", "C", "C", "H", "C", "C", "H", "H", "H", "C", "H", "C", "C", "H", "H", "H", "C", "H", "H", "H", "O", "H", "H"],
  "coordinates": [[0.166, 0.163, 0.975], [-1.104, -2.063, 2.454], [-0.057, -2.571, -0.226], [1.376, 1.923, 0.698], [2.182, 0.765, 0.985], [1.822, 0.290, 2.291], [2.348, -0.921, 2.991], [2.999, -1.494, 2.322], [1.504, -1.557, 3.286], [2.907, -0.660, 3.896], [0.769, 1.129, 2.796], [0.083, 0.939, 4.112], [0.801, 0.982, 4.940], [-0.396, -0.045, 4.129], [-0.681, 1.711, 4.251], [0.489, 2.127, 1.807], [-0.528, 3.225, 1.924], [-1.289, 2.968, 2.665], [-1.016, 3.392, 0.960], [-0.066, 4.171, 2.229], [3.239, 0.140, 0.136], [4.175, 0.038, 0.695], [3.396, 0.734, -0.763], [2.933, -0.866, -0.168], [1.366, 2.764, -0.541], [0.365, 2.751, -0.993], [2.072, 2.370, -1.275], [1.615, 3.805, -0.303], [-1.901, -2.089, 3.543], [-2.028, -1.130, 4.058], [-2.569, -3.220, 4.023], [-3.203, -3.141, 4.915], [-2.402, -4.434, 3.347], [-2.957, -5.340, 3.630], [-1.475, -4.461, 2.312], [-1.264, -5.365, 1.728], [-0.774, -3.277, 1.939], [0.195, -3.302, 0.918], [1.206, -3.677, 1.056], [-0.128, -1.171, -0.368], [-0.348, -3.166, -1.458], [-0.322, -4.228, -1.575], [-0.573, -2.184, -2.335], [-0.769, -2.221, -3.395], [-0.387, -0.969, -1.687], [-0.257, 0.242, -2.464], [0.885, 0.432, -3.267], [0.907, 1.520, -4.150], [1.793, 1.665, -4.772], [-0.186, 2.375, -4.293], [-0.159, 3.508, -5.264], [-0.195, 4.468, -4.745], [-1.014, 3.481, -5.943], [0.750, 3.481, -5.862], [-1.326, 2.119, -3.539], [-2.219, 2.725, -3.671], [-1.393, 1.040, -2.651], [-2.699, 0.677, -2.024], [-3.116, -0.246, -2.460], [-3.402, 1.493, -2.229], [-2.635, 0.542, -0.934], [2.044, -0.522, -3.294], [1.891, -1.318, -4.044], [2.255, -0.995, -2.323], [2.946, 0.031, -3.605], [-2.140, 0.154, 1.145], [-2.198, -0.634, 1.737], [-2.304, 0.926, 1.724]],
  "forces_ev_per_a": [[-0.5525, -0.7227, -0.7150], [0.2442, 1.1464, 0.1839], [-0.2345, 1.3537, -2.5161], [0.3823, 0.7770, -0.3098], [0.3859, 0.2434, 0.2966], [0.3995, 0.1053, 0.7838], [-0.0370, -0.0477, 0.0853], [-0.0718, 0.0041, 0.1508], [0.1878, -0.0049, -0.0254], [0.1047, -0.0304, -0.0295], [0.3756, 0.4530, 0.4415], [0.0256, -0.1288, -0.0555], [-0.0936, 0.0970, 0.0409], [0.1265, 0.2287, 0.1660], [0.0942, -0.1645, 0.1446], [0.0840, 0.4384, 0.5968], [0.1980, -0.0374, -0.1269], [0.0113, 0.0856, -0.1208], [-0.0572, 0.0056, 0.1026], [0.0269, 0.0931, 0.0485], [0.0408, -0.1178, -0.0290], [0.0623, 0.1515, -0.1672], [0.1787, -0.0527, -0.0347], [0.0983, 0.0638, -0.0054], [-0.0908, 0.0309, 0.1542], [0.2254, 0.0579, -0.0292], [-0.0389, 0.1555, -0.0432], [0.1249, -0.0150, -0.1762], [-1.2350, -0.9839, 1.4435], [-0.1459, -0.2519, -0.0688], [0.4609, 1.9632, 0.2484], [0.2626, 0.0478, -0.3810], [-0.8757, -1.5911, 0.1690], [0.2924, 0.4698, -0.0946], [1.7137, 1.3584, -1.2589], [-0.0104, 0.1805, 0.3809], [-2.4184, -2.9602, 1.5631], [1.3321, -0.2393, -0.0420], [-0.0286, -0.1202, -0.1495], [-0.0399, -1.1296, 0.1836], [0.2071, 0.1434, 0.5723], [-0.1630, -0.2617, -0.0615], [0.2458, -0.0485, -0.9252], [-0.0482, -0.0637, 0.0930], [0.0466, -0.3387, -1.1849], [-0.0951, -0.3637, -0.3894], [-0.4732, 0.2230, 0.1928], [-0.2504, -0.0800, 0.1279], [-0.1893, 0.0195, 0.1404], [0.1697, -0.4718, 0.3096], [0.0378, 0.3029, -0.1761], [0.0334, 0.0363, 0.0004], [0.0007, -0.0469, 0.0175], [0.0383, 0.0549, -0.0538], [0.0767, -0.4229, 0.2530], [0.0916, 0.0196, -0.0271], [0.3526, 0.1044, -0.2016], [-0.4862, 0.2221, 0.3421], [0.2223, 0.2203, 0.1429], [-0.0507, -0.2208, 0.0958], [0.0921, -0.0579, -0.3895], [0.5410, -0.1004, 0.0447], [-0.0505, 0.2178, 0.3424], [-0.2303, 0.1421, -0.3162], [-0.2347, -0.2465, 0.1474], [-1.6234, 0.3776, 0.5187], [0.3208, -0.0429, -0.2836], [-0.0900, -0.2304, -0.1377]],
  "multiplicity": 5,
  "s_squared": 6.023,
  "charge": -1,
  "orbital_gap_ha": [0.1065, 0.2418],
  "e_tot_ev": -38956.02862,
  "molar_mass_g_mol": 621.8,
  "relative_energy_kcal_mol": 0.0
}